# 1
Formula: C10H10NOP
Source: the OMol25 dataset
Level of theory: wB97M-V/def2-TZVPD

Last column: Löwdin charge in e.
Geometry (Å):
C -1.255 -3.022 -0.331  -0.06
C -2.307 -2.688 0.491  -0.06
C -0.479 -2.022 -0.925  -0.01
C -2.432 -1.390 0.866  -0.07
C -0.672 -0.655 -0.608  -0.08
C -1.682 -0.353 0.333  -0.27
C 0.129 0.222 -1.551  -0.47
C -1.981 0.994 0.804  -0.56
C 1.731 1.208 0.762  -0.05
C 0.822 2.029 -0.100  -0.19
N 0.214 1.508 -1.124  0.13
O 0.532 -0.183 -2.620  0.09
P -2.268 2.496 1.133  0.82
H -1.056 -3.978 -0.746  0.10
H -2.985 -3.277 1.024  0.09
H 0.117 -2.424 -1.755  0.13
H -3.051 -1.012 1.653  0.11
H 1.592 0.188 0.565  0.05
H 2.729 1.509 0.451  0.05
H 1.629 1.431 1.886  0.11
H 4.627 3.153 -0.198  0.00
H 0.559 3.101 0.086  0.11
H 5.488 3.166 -0.096  0.02

Results
* HOMO energy: -8.96 eV

---

# 2
Formula: C8H10N2O2
Source: the OMol25 dataset
Level of theory: wB97M-V/def2-TZVPD

Last column: Löwdin spin population.
Geometry (Å):
C -1.564 0.359 -0.104  0.15
C -1.626 -1.027 -0.064  0.42
C -2.844 -0.256 -0.026  0.12
C 0.838 -0.799 -0.309  0.10
C -0.489 1.362 -0.030  0.03
C 0.833 0.602 0.321  0.01
C -0.262 1.766 -1.570  0.00
C 1.112 0.540 1.818  0.00
N 0.488 -1.960 0.416  0.44
N 0.818 -3.059 -0.137  0.34
O -4.013 -0.149 0.239  0.21
O 1.127 -0.864 -1.510  0.15
H -0.756 2.194 0.662  0.00
H 1.659 1.153 -0.135  0.00
H 0.112 0.788 -1.860  0.00
H 0.515 2.528 -1.524  0.00
H -1.120 2.051 -2.148  0.00
H 0.437 -0.171 2.290  0.00
H 1.049 1.559 2.126  0.00
H 2.095 0.265 2.287  0.00
H 0.419 -3.903 0.328  0.01
H 1.170 -2.980 -1.069  0.01

Results
* HOMO energy (spin up / spin down): -7.76 / -9.85 eV
* energy relative to the best compared isomer or geometry (same formula, charge and spin): 37.10 kcal/mol
* multiplicity: 3

---

# 3
Formula: C32H42F16N3O6P3SSi
Source: the OMol25 dataset
Level of theory: wB97M-V/def2-TZVPD

Last column: Löwdin charge in e.
Geometry (Å):
C -3.922 3.797 1.400  -0.20
Si -2.827 2.766 0.148  0.55
C -1.810 1.393 1.117  -0.22
C -3.919 1.753 -1.128  -0.29
C -5.517 2.093 -1.034  -0.27
C -6.339 1.313 0.145  -0.23
C -5.563 0.043 0.827  -0.21
C -6.437 -0.455 2.163  -0.21
C -5.918 -1.934 2.655  -0.22
C -5.136 -1.929 4.111  -0.20
C -3.691 -1.121 4.084  -0.18
C -2.374 -2.097 4.049  -0.06
C -1.302 -2.266 5.322  -0.35
P -1.529 -1.328 6.976  0.75
P -0.612 -2.365 8.663  0.48
O -0.256 -3.883 8.404  -0.40
O -1.661 -2.355 10.094  -0.25
O 0.872 -1.507 9.125  -0.27
C 0.017 -3.279 5.169  -0.06
C 0.354 -4.153 3.810  -0.28
P 1.917 -5.254 3.806  0.86
N 3.268 -4.126 3.412  -0.21
O 1.855 -6.389 2.456  -0.37
C -0.691 -4.030 2.538  -0.22
N -0.559 -4.773 1.226  -0.31
S -1.916 -4.254 0.241  0.87
N -2.679 -3.115 1.365  -0.31
C -1.981 -3.009 2.704  -0.13
C -1.494 3.877 -0.710  -0.22
C -0.945 3.717 -2.246  -0.05
C 0.253 4.753 -2.781  -0.05
C 0.908 5.948 -1.824  -0.07
C 0.343 6.102 -0.271  -0.08
C -0.838 5.080 0.249  -0.08
H -3.526 4.906 1.330  0.04
H -5.059 3.810 1.118  0.03
H -3.778 3.307 2.454  0.05
H -1.482 0.522 0.370  0.06
H -0.841 1.839 1.610  0.05
H -2.487 0.889 1.928  0.00
H -3.558 2.148 -2.195  0.07
H -3.657 0.599 -1.129  0.09
H -5.748 3.250 -0.928  0.11
H -5.992 1.771 -2.079  0.11
H -6.736 2.120 0.909  0.11
H -7.319 0.866 -0.371  0.12
H -5.476 -0.825 0.037  0.13
H -4.487 0.266 1.226  0.07
H -6.426 0.347 3.021  0.12
H -7.565 -0.577 1.816  0.11
H -6.813 -2.721 2.664  0.12
H -5.169 -2.325 1.819  0.09
H -5.051 -3.005 4.594  0.12
H -5.833 -1.299 4.846  0.11
H -3.627 -0.432 5.047  0.10
H -3.738 -0.396 3.166  0.08
H -0.782 -0.084 6.811  -0.06
H -2.111 -1.457 10.127  0.07
H 0.581 -0.556 9.331  0.07
H 0.791 -3.386 6.060  0.09
H 3.157 -3.322 4.081  0.04
H 3.033 -3.727 2.471  0.00
H 2.078 -5.816 1.647  0.03
H -1.362 2.873 -2.940  0.08
H 0.671 4.625 -3.867  0.06
H 1.753 6.642 -2.290  0.09
H 0.813 6.943 0.409  0.08
H -1.213 5.187 1.377  0.08
C 5.434 -4.504 -0.862  -0.05
C 4.444 -3.770 0.057  -0.42
C 3.469 -2.844 -0.660  -0.29
F 4.097 -1.845 -1.321  0.09
F 2.637 -2.243 0.232  0.09
F 5.137 -3.109 1.023  0.13
F 3.718 -4.729 0.715  0.07
O 6.734 -3.918 -0.978  0.03
C 6.852 -2.881 -1.949  -0.48
C 7.211 -1.525 -1.329  -0.26
F 6.276 -1.123 -0.432  0.09
F 7.279 -0.554 -2.278  0.09
F 5.724 -2.838 -2.698  0.12
F 7.844 -3.277 -2.793  0.14
H 5.619 -5.481 -0.399  0.15
H 5.002 -4.744 -1.840  0.15
H 2.847 -3.396 -1.370  0.18
H 8.174 -1.572 -0.814  0.18
C 3.217 1.424 -7.270  -0.05
C 2.227 2.158 -6.351  -0.43
C 1.252 3.084 -7.068  -0.29
F 1.880 4.083 -7.729  0.09
F 0.420 3.685 -6.176  0.08
F 2.920 2.820 -5.386  0.12
F 1.501 1.200 -5.693  0.10
O 4.517 2.010 -7.386  0.03
C 4.635 3.048 -8.358  -0.48
C 4.994 4.403 -7.737  -0.27
F 4.059 4.806 -6.840  0.09
F 5.062 5.374 -8.686  0.09
F 3.507 3.090 -9.106  0.12
F 5.627 2.651 -9.201  0.14
H 3.402 0.448 -6.807  0.15
H 2.785 1.185 -8.248  0.15
H 0.630 2.532 -7.778  0.18
H 5.957 4.357 -7.222  0.18

Results
* HOMO energy: -8.22 eV
* SMILES: C[Si](C)(CCCCCCCCc1c(PP(=O)(O)O)cc(P(N)O)c2nsnc12)c1ccccc1.FC(F)C(F)(F)COC(F)(F)C(F)F.FC(F)C(F)(F)COC(F)(F)C(F)F

---

# 4
Formula: C3H4N2O2
Source: the OMol25 dataset
Level of theory: wB97M-V/def2-TZVPD

Last column: Löwdin charge in e.
Geometry (Å):
C 1.097 -0.199 -0.030  -0.42
C 0.690 1.142 -0.091  -0.01
C -0.695 1.076 -0.038  -0.06
H 2.271 -1.690 0.175  0.18
H 1.266 2.020 0.016  0.09
H -1.360 1.931 -0.016  0.13
H -2.309 -1.681 0.264  0.21
N -1.023 -0.223 0.075  -0.27
N 0.017 -1.034 -0.082  0.12
O 2.351 -0.674 -0.104  0.03
O -2.305 -0.668 -0.168  -0.01

Results
* HOMO energy: -8.60 eV
* energy relative to the best compared isomer or geometry (same formula, charge and spin): 98.56 kcal/mol
* SMILES: Oc1ccn(O)n1

---

# 5
Formula: C6H11N3O
Source: the OMol25 dataset
Level of theory: wB97M-V/def2-TZVPD

Last column: Löwdin spin population.
Geometry (Å):
C 1.748 0.679 -0.220  0.02
C -1.438 2.314 0.280  0.25
C 0.538 1.477 0.220  0.02
C 0.625 2.671 0.926  0.23
N -0.745 1.204 -0.083  0.00
N -0.630 3.228 0.860  0.10
H -2.514 2.406 0.186  0.06
H -0.908 4.177 1.087  0.20
H 1.331 3.125 1.614  0.07
H 1.367 -0.360 -0.111  0.00
H 2.588 0.998 0.413  0.01
H 1.845 0.917 -1.289  0.00
C 0.212 -2.349 0.441  0.01
C -0.600 -3.080 -0.562  0.01
O -0.330 -4.258 -0.810  0.00
N -1.270 -2.389 -1.528  0.01
H 1.114 -2.983 0.587  0.00
H -0.195 -2.124 1.445  0.01
H -1.643 -2.887 -2.315  0.00
H -1.648 -1.471 -1.353  0.01
H 0.553 -1.296 0.213  0.00

Results
* HOMO energy (spin up / spin down): 0.95 / -4.89 eV
* energy relative to the best compared isomer or geometry (same formula, charge and spin): 0.70 kcal/mol
* multiplicity: 2
* total charge: -1

---

# 6
Formula: H39O20
Source: the OMol25 dataset
Level of theory: wB97M-V/def2-TZVPD

Last column: Löwdin charge in e.
Geometry (Å):
O -0.735 3.779 3.342  -0.04
H -0.494 -1.993 0.789  0.09
O -2.876 -2.417 -1.649  -0.03
H -3.011 -1.528 -2.142  0.10
H -2.532 -2.145 -0.946  -0.19
O -1.502 4.352 -0.379  -0.13
H 4.239 0.744 -2.657  0.09
H -2.141 4.039 0.313  0.03
O 3.117 -1.874 2.740  -0.06
H 2.868 -1.055 3.149  0.00
H -0.490 -2.468 -1.171  -0.06
O -0.480 -2.861 -1.978  -0.05
H 2.089 0.861 -1.219  0.09
H -2.276 4.040 -1.041  0.11
O 1.556 0.486 3.956  -0.11
H -0.689 4.660 3.195  -0.04
H -1.002 3.422 2.430  0.05
O 3.266 1.489 2.281  -0.15
H 2.411 1.242 2.790  -0.01
H 2.919 2.391 1.917  0.08
O 1.028 -2.074 -5.342  -0.12
H 1.193 1.254 4.410  0.06
H -4.978 1.590 2.369  -0.02
O -1.068 1.742 0.695  -0.16
H -1.024 2.747 0.501  0.01
H -1.371 1.242 -0.133  -0.07
O -1.565 -2.095 0.456  -0.20
H -2.006 -2.753 1.175  0.14
H -4.918 2.437 0.934  0.08
O 2.893 1.572 -1.238  -0.22
H 3.947 -2.053 2.230  0.10
H 2.402 2.527 -1.356  0.11
O 0.573 1.191 -2.164  -0.16
H 2.482 -5.517 -0.138  0.13
H 0.705 -0.186 4.093  0.18
O -3.880 2.226 -1.041  -0.05
H -4.174 2.614 -1.703  -0.13
H 1.188 -1.120 -5.506  0.03
O 5.176 0.719 -2.171  -0.14
H 1.969 -2.358 -5.056  0.07
H 5.015 0.799 -1.244  -0.02
O -4.227 -0.094 2.734  -0.05
H -3.341 0.029 2.536  0.00
H -4.792 0.013 1.929  0.07
O 0.993 -1.490 1.136  -0.06
H 1.610 -1.854 1.757  -0.01
H -0.267 0.762 -1.643  0.07
O 2.652 -4.656 0.492  -0.12
H 0.756 -0.499 1.204  0.11
H 1.768 -4.314 0.386  -0.01
O -4.483 2.228 1.860  -0.13
H -1.142 -2.527 -2.671  0.11
H 0.398 2.107 -1.835  0.04
O 2.124 -3.122 -2.590  -0.13
H 2.387 -2.408 -1.970  0.03
H 1.124 -3.280 -2.503  0.02
O -1.980 0.541 -1.305  -0.33
H -2.399 -0.135 -0.729  -0.01
H -3.064 1.543 -1.131  0.02

Results
* HOMO energy: -6.87 eV
* energy relative to the best compared isomer or geometry (same formula, charge and spin): 211.03 kcal/mol
* total charge: -1

---

# 7
Formula: C18H36O8S
Source: the OMol25 dataset
Level of theory: wB97M-V/def2-TZVPD

Last column: Löwdin charge in e.
Geometry (Å):
C -3.317 1.980 -8.036  -0.17
C -4.106 1.760 -9.364  -0.20
C -5.513 2.106 -9.049  -0.21
O -5.465 2.927 -7.857  -0.13
C -4.041 3.206 -7.518  -0.18
H -2.256 2.192 -8.168  0.11
H -3.441 1.121 -7.376  0.11
H -3.850 0.805 -9.823  0.11
H -3.625 2.529 -9.969  0.11
H -5.880 1.104 -8.830  0.12
H -5.952 2.597 -9.917  0.12
H -3.936 3.302 -6.437  0.11
H -3.606 4.148 -7.851  0.11
C -9.976 0.971 0.335  -0.19
C -9.597 0.897 -1.121  -0.16
C -8.999 2.355 -1.377  -0.17
O -9.207 3.126 -0.187  -0.15
C -10.255 2.480 0.516  -0.22
H -9.014 0.857 0.834  0.11
H -10.720 0.279 0.727  0.12
H -10.576 0.671 -1.541  0.10
H -8.873 0.108 -1.326  0.10
H -9.571 2.840 -2.169  0.10
H -7.965 2.472 -1.699  0.11
H -11.183 2.787 0.034  0.11
H -10.329 2.852 1.538  0.12
C 8.515 -0.071 0.971  -0.16
C 9.199 1.277 0.936  -0.20
C 8.051 2.212 0.640  -0.24
O 6.996 1.678 1.367  -0.12
C 7.165 0.287 1.648  -0.18
H 9.010 -0.900 1.477  0.11
H 8.376 -0.380 -0.065  0.11
H 9.957 1.409 0.163  0.11
H 9.739 1.565 1.838  0.11
H 7.936 2.298 -0.441  0.12
H 8.436 3.077 1.179  0.12
H 6.457 -0.339 1.104  0.11
H 7.019 -0.038 2.678  0.11
C 7.012 -5.000 8.289  -0.19
C 5.825 -4.866 7.372  -0.18
C 6.057 -5.730 6.140  -0.20
O 6.883 -6.726 6.669  -0.17
C 7.683 -6.265 7.802  -0.17
H 6.778 -5.166 9.341  0.11
H 7.712 -4.167 8.221  0.11
H 5.602 -3.801 7.306  0.11
H 5.066 -5.287 8.032  0.11
H 6.710 -5.245 5.415  0.12
H 5.142 -6.111 5.687  0.12
H 8.738 -6.059 7.619  0.11
H 7.509 -7.150 8.415  0.12
C -0.724 1.276 -0.322  -0.19
C -2.162 0.768 -0.038  -0.15
O -2.014 -0.084 1.075  -0.21
S -0.538 -0.144 1.667  0.67
O -0.194 -1.485 2.082  -0.22
O -0.305 0.916 2.636  -0.24
O 0.096 0.289 0.239  -0.19
H -0.606 2.216 0.216  0.12
H -0.450 1.578 -1.333  0.14
H -2.663 0.105 -0.743  0.14
H -2.762 1.592 0.349  0.13

Results
* HOMO energy: -9.39 eV
* energy relative to the best compared isomer or geometry (same formula, charge and spin): 103.69 kcal/mol
* SMILES: O=S1(=O)OCCO1.C1CCOC1.C1CCOC1.C1CCOC1.C1CCOC1

---

# 8
Formula: C4H4Br2N2
Source: the OMol25 dataset
Level of theory: wB97M-V/def2-TZVPD

Last column: Löwdin charge in e.
Geometry (Å):
C -0.239 0.760 -1.067  -0.35
C -1.077 0.474 1.214  -0.05
C 1.056 0.798 -1.381  -0.61
C -0.461 -0.905 1.258  -0.33
N -0.750 1.049 0.116  0.05
N 0.753 -1.194 1.176  -0.42
Br 1.684 1.109 -3.147  0.63
Br 1.103 -2.952 0.731  0.65
H -1.023 0.879 -1.655  0.08
H -1.810 0.978 1.785  0.10
H 1.873 0.795 -0.336  0.16
H -1.109 -1.791 1.305  0.08

Results
* HOMO energy: -8.50 eV
* energy relative to the best compared isomer or geometry (same formula, charge and spin): 57.04 kcal/mol

---

no.,DFT total energy (eV)
1,-23354.6262
2,-15526.2673
3,-140659.5356
4,-10247.9910
5,-12916.6069
6,-41579.6516
7,-46459.2397
8,-147273.1225